C5H10N2O2S | ωB97M-V/def2-TZVPD

Cartesian coordinates (Å):
C 0.928 -0.651 -1.239
C -1.330 1.809 -1.164
C 0.366 -1.847 -1.984
C 1.662 1.543 0.577
C -1.807 -0.432 2.432
N 0.605 0.715 1.097
N 0.243 -0.342 0.482
O -0.464 2.381 -1.643
O -2.222 1.358 -0.624
S -1.048 -1.254 0.915
H 2.094 -0.766 -0.927
H -0.509 -1.596 -2.768
H 1.114 -2.151 -2.718
H 0.253 -2.746 -1.364
H 1.768 2.565 0.885
H 2.519 1.033 0.861
H 1.679 1.442 -0.442
H -2.296 -1.244 2.871
H -2.635 0.198 1.944
H -0.920 -0.015 2.809

**LUMO level (alpha / beta)**: 0.290 / 0.292 eV
**Total energy**: -854.4878 a.u.
**Energy relative to the best compared isomer or geometry (same formula, charge and spin)**: 470.2 kJ/mol
**Max |F|**: 4.8 eV/Å

---

C5H10N2O3 | ωB97M-V/def2-TZVPD

Cartesian coordinates (Å):
C -0.325 1.128 -0.264
C 0.326 -0.897 -0.807
C 0.493 -0.507 0.686
C -1.597 0.230 -2.209
C 1.825 -0.155 1.386
N -0.424 0.255 -1.371
N -0.615 -0.834 1.504
O -1.626 -1.374 0.956
O -0.522 -0.528 2.705
O 2.109 1.227 1.551
H -1.190 1.414 0.281
H 0.653 1.743 -0.136
H 1.265 -1.145 -1.254
H -0.299 -1.840 -0.915
H -1.392 -0.389 -3.111
H -2.693 0.036 -1.685
H -1.718 1.248 -2.556
H 2.622 -0.553 0.778
H 1.770 -0.686 2.365
H 1.338 1.630 2.096

**LUMO level (alpha / beta)**: -0.556 / -0.557 eV
**Total energy**: -531.5156 a.u.
**Energy relative to the best compared isomer or geometry (same formula, charge and spin)**: 759.8 kJ/mol
**Max |F|**: 4.4 eV/Å

---

C5H10N2O3S | ωB97M-V/def2-TZVPD

Cartesian coordinates (Å):
C 0.366 -0.909 0.040
C -1.019 -0.279 -0.233
C 1.264 -0.716 -1.198
C -0.159 2.060 0.444
C 0.229 2.052 1.927
H -0.547 -2.707 -0.232
H -0.149 -2.410 1.305
H 0.914 -0.398 0.899
H 2.314 -1.086 -1.048
H 1.318 0.351 -1.500
H 1.309 -2.800 -2.424
H -2.115 1.396 -0.216
H -0.537 3.048 0.212
H 0.768 1.956 -0.093
H -1.173 0.870 2.179
N 0.217 -2.302 0.337
N -1.188 1.065 0.089
O -1.941 -0.953 -0.619
O 1.189 2.696 2.273
O -0.477 1.268 2.730
S 0.652 -1.681 -2.689

**LUMO level**: 0.371 eV
**Total energy**: -929.9627 a.u.
**Energy relative to the best compared isomer or geometry (same formula, charge and spin)**: 81.5 kJ/mol
**Max |F|**: 1.8 eV/Å

---

C5H10N2O4 | ωB97M-V/def2-TZVPD

Cartesian coordinates (Å):
C 1.899 0.823 -0.272
C 1.523 -0.525 0.501
C -1.007 -0.267 0.009
C -1.116 1.198 0.307
C -2.355 -1.004 0.061
H 3.382 -0.293 -0.994
H 3.544 1.359 -1.391
H 2.363 1.381 0.609
H 0.955 1.267 -0.620
H 0.070 -1.700 1.341
H -0.642 -0.152 -1.007
H -3.049 -0.731 0.886
H -2.016 -2.002 0.279
H -3.615 -1.073 -1.308
H -0.639 0.639 1.945
N 2.864 0.506 -1.325
N 0.250 -0.735 0.980
O 2.462 -1.354 0.440
O -1.258 1.921 -0.680
O -2.704 -0.826 -1.326
O -0.912 1.569 1.563

**LUMO level**: 0.343 eV
**Total energy**: -606.9305 a.u.
**Energy relative to the best compared isomer or geometry (same formula, charge and spin)**: 259.9 kJ/mol
**Max |F|**: 4.8 eV/Å

---

C5H10N2O4 | ωB97M-V/def2-TZVPD

Cartesian coordinates (Å):
C 0.597 -2.964 0.343
C -1.835 2.921 -0.023
C 1.178 -1.745 -0.438
C -1.899 1.709 -0.591
C 1.591 -0.540 0.299
N -1.945 0.419 0.045
N 1.300 0.655 -0.037
O -2.598 -0.467 -0.440
O -1.464 0.323 1.160
O 2.113 1.632 0.653
O 0.570 1.117 -0.878
H 0.241 -3.891 -0.222
H -0.300 -2.681 0.895
H 1.335 -3.129 1.134
H -1.878 3.015 1.125
H 1.773 2.450 0.513
H -1.892 3.797 -0.544
H 2.119 -2.157 -0.912
H 0.542 -1.411 -1.327
H -1.947 1.719 -1.700
H 2.400 -0.771 0.947

**LUMO level**: -0.257 eV
**Total energy**: -606.7054 a.u.
**Energy relative to the best compared isomer or geometry (same formula, charge and spin)**: 850.9 kJ/mol
**Max |F|**: 5.6 eV/Å

---

C5H10N2OP4 | ωB97M-V/def2-TZVPD

Cartesian coordinates (Å):
C 0.775 1.362 -0.116
C 1.978 1.649 -0.738
C 0.715 0.138 0.549
C 2.898 -0.263 0.021
C 4.078 -1.156 0.207
N 3.037 0.861 -0.669
N 1.775 -0.664 0.584
O -0.378 -0.321 1.195
P -4.461 0.450 -1.027
P -2.852 -1.397 2.070
P -2.318 0.161 -0.940
P -1.917 0.383 1.242
H -0.059 2.047 -0.121
H 2.107 2.558 -1.309
H 4.933 -0.571 0.536
H 4.334 -1.634 -0.736
H 3.835 -1.916 0.943
H -4.746 -0.917 -1.005
H -4.428 0.464 -2.417
H -4.086 -0.734 2.106
H -3.150 -2.007 0.842
H -2.072 1.509 -1.218

**LUMO level**: 0.430 eV
**Total energy**: -1746.6752 a.u.
**Energy relative to the best compared isomer or geometry (same formula, charge and spin)**: 0.0 kJ/mol
**Max |F|**: 1.3 eV/Å